Computed, not measured: C18H23AsN4PtS2Se as an isolated structure, with ωB97M-V/def2-TZVPD.

Values from the calculation:
DFT total energy	-6471.6360	a.u.
2S+1	3
gap between HOMO and LUMO (alpha / beta)	7.401 / 6.455	eV
⟨S²⟩	2.0158
energy above the lowest of the compared OMol25 structures with the same formula, charge and spin	0.0	kJ/mol
net charge	0

CARTESIAN COORDINATES (ANGSTROEM)
Pt  -0.06988  -0.60018  0.13327
S  1.89923  0.59579  -0.02507
C  1.39093  2.12072  -0.66835
C  2.35041  3.20189  -0.62026
N  3.13881  4.03651  -0.54948
C  0.14526  2.31436  -1.16282
S  -1.05408  1.06790  -1.18724
C  -0.25736  3.60735  -1.67228
N  -0.61505  4.62069  -2.08282
C  0.58147  -5.10663  0.48237
C  -0.66859  -4.65582  -0.26477
As  -0.53151  -2.81570  -0.86027
C  0.89184  -2.92611  -2.19724
C  0.85479  -4.06114  -3.21609
C  -2.19094  -2.57986  -1.86540
C  -2.70129  -3.73054  -2.72860
H  0.50016  -6.15378  0.77692
H  0.73884  -4.51575  1.38566
H  1.47524  -5.00791  -0.13658
H  -1.55866  -4.72934  0.36109
H  -0.84258  -5.25771  -1.15558
H  1.81041  -2.96681  -1.61046
H  0.88991  -1.94757  -2.67677
H  0.79509  -5.04267  -2.74256
H  1.76504  -4.04877  -3.81821
H  0.01512  -3.96914  -3.90025
H  -2.03195  -1.67205  -2.44897
H  -2.92964  -2.32593  -1.10397
H  -2.01691  -3.98110  -3.53452
H  -3.65439  -3.45707  -3.18510
H  -2.87274  -4.63492  -2.14371
C  1.59351  1.47413  3.48075
N  0.47246  2.11809  2.81226
C  -0.63924  1.51806  2.36098
Se  -1.08743  -0.30435  2.46520
N  -1.40079  2.46076  1.78869
C  -0.75322  3.69351  1.80908
C  -1.09313  4.94020  1.30635
C  -0.17714  5.95668  1.50822
C  1.03153  5.73470  2.18326
C  1.36657  4.48683  2.67832
C  0.44302  3.47311  2.47304
H  1.38943  0.41011  3.53962
H  1.70827  1.88854  4.48162
H  2.49932  1.63634  2.89921
H  -2.23631  2.22636  1.27618
H  -2.01215  5.10325  0.75872
H  -0.39171  6.94352  1.12032
H  1.72728  6.55394  2.30454
H  2.31277  4.30752  3.17168